[1]
{"formula": "C72H134N10O39", "method": "the ωB97M-V functional and the def2-TZVPD basis", "gap_ev": 10.6, "energy_ev": -171587.21225, "multiplicity": 1, "charge": 0, "lumo_ev": 0.51, "fmax_ev_per_a": 5.168, "e_homo_ev": -10.1, "elements": ["O", "O", "O", "O", "O", "O", "O", "O", "O", "O", "O", "O", "O", "O", "O", "O", "O", "O", "O", "O", "O", "O", "O", "O", "O", "O", "O", "O", "O", "O", "O", "O", "O", "O", "O", "O", "O", "O", "O", "N", "N", "N", "N", "N", "N", "N", "N", "N", "N", "C", "C", "C", "C", "C", "C", "C", "C", "C", "C", "C", "C", "C", "C", "C", "C", "C", "C", "C", "C", "C", "C", "C", "C", "C", "C", "C", "C", "C", "C", "C", "C", "C", "C", "C", "C", "C", "C", "C", "C", "C", "C", "C", "C", "C", "C", "C", "C", "C", "C", "C", "C", "C", "C", "C", "C", "C", "C", "C", "C", "C", "C", "C", "C", "C", "C", "C", "C", "C", "C", "C", "C", "H", "H", "H", "H", "H", "H", "H", "H", "H", "H", "H", "H", "H", "H", "H", "H", "H", "H", "H", "H", "H", "H", "H", "H", "H", "H", "H", "H", "H", "H", "H", "H", "H", "H", "H", "H", "H", "H", "H", "H", "H", "H", "H", "H", "H", "H", "H", "H", "H", "H", "H", "H", "H", "H", "H", "H", "H", "H", "H", "H", "H", "H", "H", "H", "H", "H", "H", "H", "H", "H", "H", "H", "H", "H", "H", "H", "H", "H", "H", "H", "H", "H", "H", "H", "H", "H", "H", "H", "H", "H", "H", "H", "H", "H", "H", "H", "H", "H", "H", "H", "H", "H", "H", "H", "H", "H", "H", "H", "H", "H", "H", "H", "H", "H", "H", "H", "H", "H", "H", "H", "H", "H", "H", "H", "H", "H", "H", "H", "H", "H", "H", "H", "H", "H"], "positions_angstrom": [[2.473, -2.364, -5.221], [-3.818, 3.504, 2.967], [-7.332, -3.948, 1.307], [3.055, 1.397, 2.186], [-2.625, 1.672, 2.394], [3.715, -6.358, -5.287], [4.787, -5.210, -3.595], [-2.849, -4.598, 2.092], [0.509, -3.316, -5.223], [3.938, -6.370, 2.790], [1.510, 9.935, 5.401], [4.629, 2.417, 3.439], [3.376, 6.412, -2.725], [3.655, 4.298, -2.001], [3.295, 3.619, 2.201], [0.525, 9.637, 3.462], [-4.744, 1.639, 2.135], [-5.808, 4.559, -2.464], [1.878, 7.988, 4.278], [-0.223, -0.192, 1.709], [-0.999, -0.065, -6.419], [-2.521, -3.743, 4.209], [-4.921, 4.790, -0.449], [5.035, 5.824, -1.254], [-1.541, 5.509, -1.470], [-0.816, 3.567, -2.247], [5.389, -5.466, 1.475], [-4.170, 3.260, -1.945], [4.979, -7.691, 1.232], [-5.792, -2.929, 0.216], [-1.581, 5.071, -3.695], [-6.659, -1.839, 1.991], [-0.817, -2.252, 2.302], [2.653, -5.868, -3.414], [-1.874, -1.306, -8.002], [2.251, -4.095, -6.493], [-1.197, -5.421, 3.328], [-0.267, 0.251, -8.467], [-0.528, -1.746, 0.163], [6.726, -1.517, -0.280], [-1.483, -6.495, -2.121], [0.645, 3.623, 4.651], [2.382, 0.859, 7.195], [1.986, -3.995, 0.682], [-1.903, 1.347, 7.720], [-4.086, -4.207, -2.679], [3.828, -2.238, 5.337], [3.339, 0.994, -2.898], [-3.354, 0.048, -2.798], [6.276, -0.459, -0.240], [6.316, 7.246, -2.794], [0.787, -4.640, 4.362], [-7.602, 5.707, -1.407], [2.324, 9.484, 6.549], [-1.154, -2.928, -0.419], [-4.975, -1.766, -0.078], [-5.142, -5.580, -0.755], [-8.343, -3.980, 2.374], [-3.698, -2.909, 4.008], [1.762, -3.399, -5.688], [-1.276, 4.160, -4.779], [4.370, -2.144, 6.357], [2.092, 5.279, 1.081], [-6.022, 2.280, 2.042], [1.394, 9.079, 4.380], [-3.576, 2.505, -0.923], [-2.754, 1.525, 6.972], [2.478, -5.192, -2.222], [4.776, -6.634, 1.808], [-2.240, -4.539, 3.126], [3.820, -5.783, -4.054], [2.703, 5.047, 5.410], [0.812, 0.295, 5.168], [6.317, -5.580, 0.350], [0.018, 0.642, -4.333], [-0.461, -5.453, 4.601], [5.585, 0.858, -0.021], [3.956, 5.633, -2.057], [3.367, -7.533, 3.541], [-6.367, 5.901, -2.290], [-4.517, -4.754, -1.752], [-3.865, -0.469, -3.670], [-2.592, 3.471, -5.092], [-1.142, -0.422, -7.646], [0.355, 8.818, 2.288], [3.974, -7.661, 4.913], [-0.278, -4.477, -5.512], [0.222, 0.565, -5.883], [3.907, -2.728, 1.799], [4.964, -1.985, 7.673], [3.878, -2.290, -5.694], [-1.690, -3.962, -5.609], [-9.612, -3.496, 1.744], [-0.649, -6.464, 0.405], [-0.498, -1.458, 1.455], [-5.015, 4.169, -1.532], [-1.263, 4.681, -2.469], [-3.794, 1.759, 6.008], [3.645, 2.394, 2.566], [-7.009, 1.326, 1.353], [-1.151, -6.466, -1.009], [2.937, -3.538, 1.122], [1.544, 8.620, 7.489], [5.750, 7.070, -1.398], [-1.113, -2.784, -1.935], [-3.732, 2.385, 2.557], [4.855, -6.224, -6.085], [-1.938, 6.834, -1.719], [-6.617, -2.825, 1.285], [5.043, 1.229, 4.051], [1.649, 0.538, 6.356], [2.105, 3.800, 1.403], [4.854, -7.257, -7.141], [0.074, 0.717, 0.621], [-1.537, 2.179, 3.185], [-4.506, -1.108, -4.810], [1.576, 4.218, 5.000], [2.384, 3.951, -2.527], [2.948, -1.416, -1.977], [-0.582, 0.154, -9.904], [3.149, -0.042, -2.522], [-0.559, 3.439, -4.438], [3.926, -1.697, -1.579], [4.748, -5.301, -6.604], [-3.903, -2.407, 4.940], [-1.104, -5.069, 5.431], [-3.139, 3.116, -0.147], [-7.348, 5.759, -0.349], [-5.679, 6.621, -1.854], [-0.866, 1.350, 3.264], [2.280, 3.256, 0.466], [-4.620, -1.941, -1.070], [-2.361, -4.713, -6.047], [2.261, 8.165, 8.187], [1.254, 3.461, 1.972], [-7.929, 1.850, 1.076], [1.085, 1.010, 4.483], [-2.004, -3.558, -4.639], [-7.167, 0.464, 1.979], [5.051, -7.670, 4.748], [2.753, -4.116, -2.298], [2.867, -2.101, -2.871], [-0.207, -0.348, -4.065], [5.706, -7.101, -7.774], [-0.132, -6.470, 4.862], [0.033, -5.679, 0.620], [1.356, 5.498, 0.243], [-4.213, -1.603, 0.677], [3.298, 9.089, 6.129], [-2.452, 2.612, -5.742], [-4.366, -5.867, -0.043], [6.918, -4.679, 0.445], [-1.039, 3.041, 2.728], [6.450, 1.588, -0.021], [4.391, -3.169, -5.332], [-2.858, 1.880, -1.469], [0.691, 9.060, 8.043], [5.992, -2.346, 7.567], [3.806, -1.649, 1.733], [5.069, -0.913, 7.862], [1.154, 7.718, 6.982], [-1.522, 0.715, -10.102], [-4.619, -2.193, -4.664], [2.646, 5.973, 4.848], [-9.632, -3.829, 0.681], [-0.654, -0.890, -10.230], [-1.066, 7.411, -2.103], [-8.399, -5.028, 2.673], [4.585, -2.517, 8.493], [-0.862, 1.343, -4.250], [2.130, 3.032, -2.066], [-3.479, 2.611, 5.478], [-4.774, 1.932, 6.487], [-0.074, -2.892, -2.246], [5.553, 7.184, -3.561], [-4.302, 1.901, -0.422], [4.950, 0.814, 0.857], [3.967, -2.236, -6.748], [5.974, 0.999, 3.584], [0.555, -3.583, 4.063], [0.811, 1.420, 0.878], [2.438, 10.440, 7.018], [3.122, 5.494, 0.741], [-2.120, -2.980, -0.003], [-3.225, 4.143, -5.663], [0.276, 0.706, -10.444], [-1.978, 2.453, 4.119], [1.452, -5.154, 3.642], [3.978, -3.017, 2.897], [-0.152, 7.932, 2.632], [2.268, -7.484, 3.522], [-2.236, 7.207, -0.704], [1.274, 8.572, 1.729], [3.602, -8.384, 2.970], [-6.631, 6.195, -3.337], [5.758, -6.114, -5.479], [-9.481, -2.406, 1.740], [6.723, 8.238, -3.020], [-0.287, -7.457, 0.580], [-7.906, -3.325, 3.166], [6.485, 7.074, -0.622], [0.258, 1.543, -6.357], [-0.253, 0.258, 5.434], [3.598, 4.414, 5.308], [-3.538, -2.167, 3.224], [4.957, -8.210, -6.669], [-8.225, 4.834, -1.701], [-3.842, -0.977, -5.675], [5.207, 1.552, 5.085], [-3.839, 0.877, 5.349], [3.780, -6.777, 5.493], [-1.499, -6.188, 1.089], [5.096, 7.896, -1.113], [1.627, 4.742, -2.310], [4.966, 1.024, -0.895], [-6.627, 1.022, 0.346], [-0.877, 4.755, -5.561], [1.377, -5.311, -1.881], [0.794, 1.059, -3.661], [2.526, 5.385, 6.402], [-2.819, 6.929, -2.299], [6.880, -6.448, 0.437], [0.348, 0.065, -0.280], [2.382, 3.770, -3.605], [-0.359, 9.338, 1.613], [5.746, -5.490, -0.594], [-6.347, 2.647, 3.027], [-5.428, -0.631, -5.062], [-1.616, -1.873, -2.290], [4.945, -2.949, 1.535], [-1.707, -3.160, -6.309], [-10.605, -3.789, 2.169], [-4.524, -3.519, 3.659], [-5.517, -0.832, 0.009], [-8.286, 6.562, -1.396], [1.171, -0.693, 4.782], [2.945, -5.766, -1.376], [-5.933, 3.123, 1.359], [-3.058, 3.168, -4.160], [7.071, 6.467, -3.020], [-0.137, -5.259, -4.767], [2.050, -1.511, -1.357], [-0.811, 1.200, 0.290], [-0.511, -3.765, -0.048], [1.091, 0.037, -6.292], [1.291, -4.577, 5.345], [-1.699, -3.699, -2.193], [-5.886, -5.005, -0.223], [4.188, -1.372, -5.207], [3.931, -7.120, -7.729], [3.741, -8.554, 5.444], [-5.541, -6.505, -1.185], [4.321, 0.433, 3.905], [1.884, 5.937, 1.949], [0.114, -4.931, -6.436]], "mulliken_charge": [0.024, -0.499, -0.357, 0.055, 0.766, -0.291, -0.628, -0.431, 0.325, -0.164, -0.383, -0.415, -0.569, -0.260, -0.344, -0.362, 0.550, -0.361, -0.567, 0.392, 0.212, -0.361, -0.622, -0.189, 0.097, -0.024, -0.236, 0.028, -0.623, -0.368, -0.441, -0.556, 0.100, -0.314, -0.633, -0.472, -0.257, -0.342, -0.102, -0.512, -0.537, -0.462, -0.633, 0.001, -0.469, -0.406, -0.081, -0.484, 0.148, 0.223, -1.094, 0.165, -1.189, -0.168, 1.015, 0.417, -0.501, -0.227, -0.578, 0.091, 0.051, 0.293, -0.990, -0.283, 0.677, -1.041, 0.248, 0.420, 0.719, 0.546, 0.759, -0.800, 1.292, -0.792, 1.747, -0.632, 0.452, 0.600, -0.295, -0.081, 0.634, 0.365, -0.467, 0.313, -0.528, -1.272, -0.652, -0.593, -0.536, -1.071, -0.697, -0.416, -1.062, 0.155, 0.238, 0.571, 0.224, -0.212, 0.230, -0.996, 0.308, 0.123, -0.891, -0.271, 0.576, -0.473, -0.048, -0.808, 0.748, -0.674, -0.032, 1.969, -1.429, 0.321, -0.422, -1.114, 0.579, -0.449, 2.008, -0.733, -0.197, -0.185, 0.303, 0.178, 0.341, 0.341, 0.593, 0.290, 0.211, -0.399, -0.316, -0.121, 0.458, 0.333, -0.760, 0.488, -0.712, -0.163, 0.199, 0.329, -0.060, -0.999, -0.328, 0.423, 0.391, -0.516, 0.073, 0.034, 0.303, 0.134, 0.067, 0.251, 0.161, 0.437, 0.088, -0.222, 0.311, 0.324, 0.244, 0.256, 0.179, 0.294, 0.228, 0.117, 0.274, 0.295, 0.286, 0.330, 0.343, -0.652, -0.368, 0.093, 0.440, -0.087, 0.332, 0.581, -0.442, 0.398, 0.360, -0.257, -0.271, 0.247, 0.242, 0.024, 0.377, 0.218, 0.300, -0.264, 0.023, 0.286, 0.237, 0.215, 0.257, 0.488, 0.342, 0.448, 0.270, 0.380, 0.626, 0.287, 0.327, 0.441, 0.207, 0.193, 0.065, 0.344, 0.273, 0.142, 0.290, 0.046, 0.293, -0.039, 0.300, 0.297, -0.209, 0.080, 0.420, -0.425, -0.573, 0.438, 0.252, 0.468, -0.335, 0.616, 0.247, 0.195, 0.475, 0.420, -0.595, 0.077, 0.027, 0.353, 0.291, -0.259, 0.431, -0.161, 0.313, 0.013, -0.046, 0.265, 0.266, -0.541, 0.134, -0.838, 0.282, 0.433, -0.413, -0.072, 0.213, 0.285, 0.411, 0.449, 0.224, 0.147, 0.503]}



[2]
{"formula": "C24H32N4O6", "method": "the ωB97M-V functional and the def2-TZVPD basis", "gap_ev": 9.7, "energy_ev": -43655.95357, "multiplicity": 1, "charge": 0, "lumo_ev": 0.56, "smiles": "CC(C)C[C@H](NC(=O)c1nc[nH]c1C(=O)NCC(=O)OCc1ccccc1)C(=O)OC(C)(C)C", "fmax_ev_per_a": 0.916, "e_above_lowest_kcal_mol": 8.67, "e_homo_ev": -9.1, "elements": ["O", "O", "O", "O", "O", "O", "N", "N", "N", "N", "C", "C", "C", "C", "C", "C", "C", "C", "C", "C", "C", "C", "C", "C", "C", "C", "C", "C", "C", "C", "C", "C", "C", "C", "H", "H", "H", "H", "H", "H", "H", "H", "H", "H", "H", "H", "H", "H", "H", "H", "H", "H", "H", "H", "H", "H", "H", "H", "H", "H", "H", "H", "H", "H", "H", "H"], "positions_angstrom": [[6.289, 2.319, 1.340], [0.547, 1.414, 1.165], [4.566, -0.645, 1.958], [-3.509, -0.745, 0.197], [4.471, 1.864, 0.095], [-3.828, 0.993, 1.603], [-0.946, 0.077, 0.111], [0.646, -2.058, 0.239], [3.084, 1.071, 2.120], [2.687, -2.346, 0.988], [5.231, 1.548, -1.076], [-5.911, -0.935, 0.639], [-4.542, -1.603, 0.754], [0.229, 0.319, 0.710], [-2.950, 3.757, -0.973], [5.942, -0.862, -0.970], [-4.712, 2.070, -1.551], [-3.243, 0.449, 0.704], [4.490, -2.617, -1.728], [3.550, -1.675, -2.110], [1.619, -2.912, 0.396], [1.095, -0.870, 0.747], [3.444, -0.184, 1.800], [-4.479, -2.861, -0.112], [3.806, -0.329, -1.923], [4.126, 2.029, 2.404], [-2.017, 1.042, 0.002], [5.008, 0.086, -1.362], [5.116, 2.092, 1.238], [2.384, -1.037, 1.227], [-3.262, 2.495, -1.774], [-4.207, -1.931, 2.207], [-2.267, 1.363, -1.480], [5.684, -2.209, -1.157], [-6.112, -0.662, -0.395], [-4.249, -1.034, 2.818], [4.846, 2.180, -1.882], [3.680, 3.010, 2.565], [-4.684, -2.611, -1.150], [-3.193, 3.614, 0.077], [2.158, 1.397, 1.823], [-4.933, 1.153, -2.093], [-3.541, 4.590, -1.345], [-1.297, 1.638, -1.903], [2.612, -1.989, -2.545], [-5.214, -3.584, 0.228], [-1.898, 4.019, -1.058], [-5.386, 2.846, -1.907], [-1.700, 1.935, 0.547], [-4.922, -2.652, 2.594], [6.416, -2.942, -0.850], [-2.603, 0.449, -1.976], [-3.207, -2.355, 2.274], [4.690, 1.732, 3.293], [-3.489, -3.306, -0.052], [-5.949, -0.039, 1.253], [3.593, -2.737, 1.205], [3.069, 0.408, -2.205], [1.577, -3.941, 0.099], [-3.146, 2.729, -2.839], [-4.911, 1.913, -0.495], [-6.680, -1.624, 0.976], [6.865, -0.546, -0.508], [4.290, -3.669, -1.873], [-1.109, -0.866, -0.216], [6.286, 1.772, -0.891]], "nbo_charge": [-0.589, -0.659, -0.647, -0.541, -0.520, -0.600, -0.589, -0.473, -0.600, -0.479, -0.116, -0.645, 0.271, 0.667, -0.615, -0.209, -0.616, 0.820, -0.227, -0.208, 0.195, -0.004, 0.648, -0.616, -0.233, -0.325, -0.155, 0.033, 0.803, 0.050, -0.212, -0.645, -0.391, -0.214, 0.213, 0.239, 0.196, 0.235, 0.215, 0.211, 0.450, 0.203, 0.212, 0.217, 0.216, 0.215, 0.209, 0.213, 0.254, 0.216, 0.215, 0.210, 0.215, 0.236, 0.217, 0.240, 0.452, 0.215, 0.205, 0.200, 0.212, 0.216, 0.223, 0.211, 0.436, 0.219]}